1.
8
Properties=species:S:1:pos:R:3 method="wB97M-V/def2-TZVPD" e_lumo_ev="4.19 / 1.67" multiplicity=3 e_above_lowest_kcal_mol=2.23 gap_ev="4.9 / 7.7" total_charge=-1
O 0.53 1.26 -0.79
O -0.21 1.77 1.54
O 1.67 0.36 1.28
O -0.53 -0.47 0.64
P -0.81 -0.56 -0.96
S 0.39 0.78 0.74
H -1.52 -1.99 -1.15
H 0.49 -1.14 -1.30


2.
40
Properties=species:S:1:pos:R:3 method="wB97M-V/def2-TZVPD" e_lumo_ev=-7.71 e_above_lowest_kcal_mol=0.00 gap_ev=7.1 total_charge=+2
C -3.54 1.92 -4.72
C -3.62 0.57 -4.30
H -4.28 2.13 -5.51
H -2.52 2.08 -5.09
H -3.72 2.56 -3.84
O -3.85 -0.52 -3.97
I -2.81 1.43 -0.20
Lu -0.12 0.65 -0.07
P 0.98 -1.29 -1.81
C 1.18 -3.08 -1.54
C 0.84 -1.23 -3.64
H 2.75 0.35 -1.47
H 3.36 -1.11 -2.31
H 3.07 -1.14 -0.54
C 2.72 -0.75 -1.50
H 0.62 -0.20 -3.95
H 1.79 -1.55 -4.09
H 1.97 -3.47 -2.20
H 0.24 -3.60 -1.75
H 0.02 -1.89 -3.97
H 1.47 -3.26 -0.50
C -1.22 -1.78 0.16
O -1.69 -2.75 0.55
Cl 1.33 2.46 -0.77
C 2.06 -0.96 4.02
N 1.08 0.09 3.71
C 0.51 0.84 4.72
C -0.40 1.81 4.42
C -0.79 1.98 3.08
N -0.27 1.19 2.12
C 0.69 0.28 2.44
O 1.13 -0.45 1.46
N -1.65 2.93 2.70
H 2.15 -1.60 3.15
H 1.68 -1.54 4.87
H 3.05 -0.54 4.25
H 0.84 0.61 5.73
H -0.85 2.45 5.17
H -2.10 3.49 3.41
H -2.11 2.88 1.79


3.
13
Properties=species:S:1:pos:R:3 method="wB97M-V/def2-TZVPD" e_lumo_ev=-0.10 e_above_lowest_kcal_mol=86.87 gap_ev=8.7
C -2.39 -0.89 -0.10
C -0.41 0.45 -0.06
C 1.69 0.25 -0.16
H -1.64 -1.69 0.09
H -2.89 -0.79 -1.15
H -3.24 -0.92 0.70
H 2.98 -1.67 0.79
H 1.99 2.33 0.48
N -1.65 0.46 0.00
N 0.58 -0.44 -0.26
N 1.55 1.62 -0.19
O 0.13 1.75 -0.05
S 3.28 -0.46 -0.10